ORCA calculation (ωB97M-V with the def2-TZVPD basis set) on a molecular structure, CH2Cl2N2O at a distorted geometry.

Element x y z (Å)
Cl (-2.61, 0.41, 0.04)
H (1.12, -1.07, -0.21)
N (1.28, -0.09, -0.09)
O (-0.13, 1.80, -0.32)
C (0.29, 0.77, -0.06)
H (2.15, 0.26, 0.28)
N (-1.11, -0.28, 0.56)
Cl (-0.99, -1.80, -0.20)

Calculated values
- gap between HOMO and LUMO (Ha) = 0.34021
- HOMO level (eV) = -8.850
- LUMO level (eV) = 0.41
- F_max (eV/A) = 6.04